Computed, not measured: a 15-piece molecular cluster, C90H225N15 overall in a non-equilibrium geometry, with ωB97M-V/def2-TZVPD.

ORCA input file:
```
! wB97M-V def2-TZVPD RIJCOSX def2/J DEFGRID3
* xyz 0 1
C -21.97 3.70 -8.20
C -21.73 3.89 -9.69
N -22.47 4.98 -10.29
C -21.76 5.73 -11.36
C -20.70 6.68 -10.79
C -23.85 4.65 -10.63
C -24.84 5.11 -9.55
H -21.98 4.65 -7.67
H -21.16 3.15 -7.72
H -22.89 3.17 -7.95
H -20.67 4.13 -9.65
H -21.76 2.96 -10.27
H -21.38 5.06 -12.13
H -22.44 6.33 -11.96
H -19.85 6.16 -10.36
H -20.42 7.41 -11.56
H -21.11 7.23 -9.94
H -23.97 3.57 -10.75
H -24.09 5.08 -11.60
H -25.84 4.98 -9.97
H -24.61 6.10 -9.17
H -24.70 4.46 -8.69
C -13.94 4.64 -3.19
C -14.97 5.81 -3.42
N -16.31 5.48 -2.88
C -17.26 6.52 -3.27
C -17.59 6.66 -4.77
C -16.21 5.53 -1.40
C -16.07 4.25 -0.60
H -13.65 4.56 -2.14
H -12.97 4.93 -3.59
H -14.31 3.71 -3.63
H -14.54 6.73 -3.03
H -15.00 5.84 -4.51
H -18.26 6.52 -2.84
H -16.68 7.43 -3.08
H -16.71 6.40 -5.35
H -18.41 6.02 -5.08
H -17.96 7.67 -4.96
H -17.17 5.88 -1.04
H -15.65 6.40 -1.06
H -16.03 4.46 0.46
H -15.17 3.65 -0.73
H -17.00 3.68 -0.69
C -20.15 5.19 4.55
C -19.79 3.72 4.90
N -18.64 3.25 4.11
C -17.35 3.91 4.42
C -16.83 3.99 5.92
C -18.96 3.00 2.71
C -17.87 2.21 2.04
H -20.47 5.26 3.51
H -19.33 5.87 4.77
H -21.08 5.31 5.12
H -19.49 3.62 5.94
H -20.73 3.17 4.82
H -16.51 3.46 3.90
H -17.46 4.94 4.08
H -17.42 4.66 6.55
H -16.84 3.01 6.40
H -15.86 4.49 5.96
H -19.26 3.92 2.22
H -19.81 2.31 2.72
H -18.32 1.61 1.26
H -17.40 1.45 2.66
H -17.06 2.74 1.53
C -13.20 1.32 -1.81
C -14.38 1.09 -0.88
N -14.39 -0.37 -0.65
C -15.05 -1.13 -1.73
C -14.36 -2.49 -1.85
C -14.94 -0.58 0.72
C -13.77 -0.50 1.73
H -13.49 1.35 -2.86
H -12.40 0.58 -1.73
H -12.69 2.28 -1.69
H -14.19 1.76 -0.04
H -15.25 1.48 -1.39
H -15.11 -0.66 -2.72
H -16.10 -1.32 -1.50
H -13.54 -2.38 -2.56
H -14.85 -3.38 -2.25
H -13.80 -2.75 -0.96
H -15.82 0.00 1.00
H -15.42 -1.55 0.75
H -12.89 -0.85 1.18
H -13.62 0.53 2.06
H -14.04 -1.08 2.62
C -22.92 5.82 0.28
C -23.53 6.22 -1.00
N -23.35 7.61 -1.37
C -24.41 8.37 -0.68
C -24.07 9.83 -0.86
C -23.47 7.65 -2.85
C -22.15 8.20 -3.40
H -23.38 6.39 1.08
H -21.85 6.04 0.29
H -23.16 4.76 0.39
H -22.97 5.57 -1.67
H -24.59 6.00 -1.07
H -25.46 8.20 -0.89
H -24.31 8.20 0.39
H -24.59 10.40 -0.10
H -23.03 9.95 -0.53
H -24.08 10.22 -1.88
H -24.33 8.24 -3.15
H -23.73 6.70 -3.33
H -22.11 9.28 -3.24
H -22.17 8.17 -4.49
H -21.29 7.71 -2.95
C -17.13 12.67 -7.29
C -17.61 13.91 -6.55
N -17.56 15.21 -7.24
C -16.22 15.47 -7.69
C -15.25 15.89 -6.55
C -18.49 15.20 -8.38
C -19.97 15.19 -8.07
H -16.04 12.64 -7.28
H -17.43 12.67 -8.34
H -17.63 11.87 -6.75
H -18.62 13.77 -6.15
H -17.00 13.98 -5.65
H -15.69 14.81 -8.38
H -16.33 16.33 -8.35
H -15.54 16.66 -5.84
H -15.11 15.01 -5.93
H -14.26 16.19 -6.92
H -18.27 14.36 -9.05
H -18.37 16.08 -9.01
H -20.29 14.29 -7.54
H -20.51 15.30 -9.01
H -20.15 16.07 -7.45
C -22.95 1.58 0.89
C -22.92 0.50 2.01
N -22.06 -0.66 1.68
C -22.24 -1.71 2.71
C -23.64 -2.31 2.60
C -20.62 -0.20 1.51
C -19.77 -1.37 1.03
H -23.24 1.15 -0.07
H -21.93 1.97 0.86
H -23.64 2.43 0.91
H -22.65 0.93 2.97
H -23.93 0.15 2.18
H -21.54 -2.54 2.66
H -22.05 -1.25 3.68
H -23.61 -3.13 3.32
H -24.47 -1.67 2.89
H -23.82 -2.83 1.66
H -20.19 -0.01 2.49
H -20.52 0.66 0.84
H -19.31 -1.93 1.84
H -18.89 -1.12 0.44
H -20.30 -2.14 0.45
C -11.49 9.99 -8.61
C -12.15 10.27 -7.24
N -12.63 9.06 -6.60
C -13.59 9.25 -5.55
C -14.87 9.92 -6.08
C -11.57 8.20 -6.20
C -11.97 6.76 -5.84
H -10.51 9.51 -8.54
H -11.56 10.90 -9.22
H -12.17 9.28 -9.08
H -11.47 10.82 -6.59
H -12.96 10.93 -7.54
H -13.15 9.86 -4.76
H -13.86 8.30 -5.10
H -14.62 10.96 -6.26
H -15.68 9.94 -5.35
H -15.34 9.54 -6.99
H -10.92 8.12 -7.08
H -10.93 8.69 -5.47
H -12.12 6.76 -4.76
H -12.82 6.31 -6.37
H -11.17 6.03 -5.93
C -11.77 5.88 1.06
C -10.93 4.73 0.31
N -9.71 5.12 -0.51
C -9.33 4.05 -1.49
C -10.14 4.28 -2.79
C -8.61 5.57 0.35
C -7.72 6.44 -0.58
H -12.44 6.26 0.29
H -11.10 6.66 1.44
H -12.36 5.61 1.93
H -10.52 4.13 1.12
H -11.44 3.94 -0.22
H -8.25 4.04 -1.63
H -9.61 3.12 -1.00
H -11.22 4.24 -2.61
H -10.02 5.35 -2.95
H -9.83 3.65 -3.62
H -8.01 4.73 0.71
H -8.98 6.15 1.19
H -8.17 7.22 -1.20
H -6.99 5.92 -1.20
H -7.22 7.18 0.04
C -11.80 10.04 1.17
C -11.78 10.91 -0.15
N -10.55 10.69 -0.88
C -9.36 11.17 -0.26
C -9.40 12.70 -0.05
C -10.25 9.34 -1.35
C -11.43 8.74 -2.07
H -11.43 9.01 1.11
H -12.78 9.89 1.61
H -11.17 10.53 1.91
H -12.65 10.70 -0.77
H -11.92 11.96 0.08
H -9.30 10.70 0.72
H -8.37 11.04 -0.72
H -9.43 13.39 -0.90
H -10.21 12.91 0.66
H -8.57 13.03 0.57
H -9.99 8.75 -0.48
H -9.44 9.42 -2.08
H -11.60 9.25 -3.02
H -12.36 8.65 -1.50
H -11.14 7.72 -2.31
C -15.65 11.51 -10.57
C -16.08 10.72 -11.89
N -15.64 9.33 -11.77
C -14.14 9.14 -12.12
C -13.79 7.70 -12.39
C -16.10 8.60 -10.64
C -17.62 8.45 -10.49
H -14.57 11.71 -10.57
H -15.90 11.04 -9.62
H -16.16 12.47 -10.62
H -17.16 10.85 -11.99
H -15.68 11.17 -12.80
H -14.23 9.56 -13.13
H -13.51 9.64 -11.38
H -13.61 7.10 -11.50
H -14.62 7.15 -12.82
H -12.95 7.61 -13.08
H -15.71 8.95 -9.68
H -15.66 7.61 -10.58
H -18.00 8.13 -11.46
H -18.00 9.45 -10.29
H -17.84 7.87 -9.59
C -19.11 7.70 1.77
C -18.33 8.97 1.40
N -16.89 8.64 1.59
C -16.17 9.80 0.96
C -15.85 9.62 -0.52
C -16.52 8.42 2.99
C -15.11 7.87 3.12
H -20.10 7.78 1.32
H -19.18 7.75 2.85
H -18.59 6.79 1.48
H -18.52 9.18 0.35
H -18.58 9.76 2.10
H -15.17 9.94 1.37
H -16.68 10.74 1.17
H -14.98 8.96 -0.62
H -15.55 10.57 -0.96
H -16.73 9.31 -1.08
H -16.55 9.37 3.52
H -17.24 7.73 3.42
H -14.89 7.15 3.90
H -14.93 7.27 2.24
H -14.33 8.60 3.32
C -13.40 3.30 4.80
C -11.96 2.86 4.88
N -11.75 1.65 5.67
C -12.13 0.44 4.92
C -11.60 -0.87 5.40
C -12.22 1.69 7.11
C -11.61 2.80 7.94
H -13.66 3.71 5.77
H -14.14 2.53 4.59
H -13.57 4.05 4.03
H -11.43 2.69 3.94
H -11.31 3.61 5.32
H -13.20 0.30 4.75
H -11.58 0.51 3.98
H -11.69 -1.74 4.75
H -10.53 -0.86 5.61
H -12.06 -1.21 6.33
H -11.90 0.79 7.62
H -13.30 1.73 6.98
H -12.22 3.10 8.79
H -11.67 3.78 7.46
H -10.55 2.64 8.16
C -19.34 3.08 -5.69
C -18.48 2.33 -4.71
N -19.20 2.05 -3.45
C -18.51 0.88 -2.81
C -18.68 -0.45 -3.49
C -19.25 3.28 -2.65
C -19.92 3.03 -1.37
H -19.10 2.97 -6.75
H -19.09 4.13 -5.50
H -20.41 2.88 -5.59
H -18.07 1.45 -5.21
H -17.55 2.85 -4.47
H -17.46 1.17 -2.75
H -18.91 0.79 -1.80
H -18.82 -1.17 -2.68
H -19.57 -0.59 -4.10
H -17.75 -0.68 -4.02
H -19.72 4.13 -3.14
H -18.22 3.63 -2.52
H -20.87 2.52 -1.48
H -20.17 3.98 -0.88
H -19.37 2.37 -0.70
C -10.47 1.95 -5.54
C -11.48 2.72 -6.29
N -12.88 2.36 -6.18
C -13.71 3.27 -6.90
C -15.25 3.28 -6.65
C -13.16 0.97 -6.45
C -12.90 0.56 -7.84
H -9.56 2.54 -5.41
H -10.23 0.99 -6.01
H -10.84 1.66 -4.56
H -11.37 3.73 -5.90
H -11.16 2.86 -7.33
H -13.32 4.28 -6.75
H -13.56 3.03 -7.95
H -15.82 3.04 -7.55
H -15.58 2.52 -5.94
H -15.60 4.31 -6.51
H -14.23 0.79 -6.33
H -12.66 0.36 -5.69
H -13.17 -0.49 -7.93
H -11.86 0.67 -8.14
H -13.61 1.01 -8.54
*
```

## Properties
E_HOMO, eV: -7.906
Frontier orbital gap, eV: 8.35
Relative energy (zero: lowest compared OMol25 entry of this formula, charge and spin), kcal per mole: 254.5
E_tot, eV: -119318.27933
F_max, Eh/bohr: 0.066
LUMO energy, eV: 0.448